ORCA calculation (ωB97M-V/def2-TZVPD) on C38H43NO3P2Sr as an isolated structure.

The geometry in XYZ format:
```
88
Properties=species:S:1:pos:R:3:forces:R:3:mulliken_charge:R:1
Sr -0.18822 -0.09318 0.12485 -0.22 -0.37 -0.31 1.74
C 3.14816 -1.66835 -0.20586 0.05 -0.11 -0.08 -0.98
O 2.29187 -0.68680 0.40147 -0.32 0.19 0.15 -0.12
C 2.86691 -0.05370 1.55246 0.13 0.05 0.03 -0.48
C 1.90377 -0.11882 2.71648 0.11 -0.08 0.25 -0.54
O 0.60522 0.41123 2.42187 -0.10 -0.06 -0.58 -0.17
C 0.34163 1.79245 2.67769 -0.02 0.22 0.30 -0.84
C 0.75704 2.76179 1.59200 0.09 0.17 0.12 -0.54
O 0.18579 2.40951 0.33070 0.08 -0.30 0.09 -0.28
C 0.47421 3.40077 -0.67172 -0.06 -0.02 0.00 -0.93
H 4.09040 -1.21131 -0.50899 -0.02 0.03 0.00 0.39
H 3.32986 -2.48987 0.48912 -0.02 0.01 0.01 0.34
H 2.63128 -2.05155 -1.08259 -0.01 0.00 0.00 0.19
H 3.77920 -0.57700 1.84597 0.01 0.02 0.00 0.50
H 3.13882 0.97364 1.29756 0.00 -0.03 -0.04 0.22
H 1.72708 -1.16357 2.97316 0.05 0.02 0.05 0.04
H 2.31734 0.39470 3.58788 0.04 -0.02 -0.02 0.45
H -0.73692 1.84937 2.83656 0.01 0.03 0.01 0.33
H 0.84126 2.09349 3.60205 -0.09 0.00 0.03 0.40
H 0.38258 3.74614 1.89098 0.07 0.02 0.00 0.52
H 1.84560 2.82853 1.49700 -0.02 -0.01 -0.03 0.41
H 0.07668 4.36622 -0.35976 0.00 0.00 -0.02 0.31
H 1.55200 3.47305 -0.82531 -0.01 0.02 -0.01 0.34
H -0.01562 3.09011 -1.59129 0.00 0.01 0.00 0.31
C -2.16156 -3.61133 0.51005 -0.03 -0.03 -0.01 -2.13
N -3.39714 -3.41439 -0.19298 0.11 -0.07 -0.11 1.37
C -3.61508 -2.18228 -0.90170 -0.09 0.00 0.02 -1.81
P -3.31906 -0.67424 0.16644 0.23 -0.01 0.05 1.02
C -4.29393 -1.06539 1.63724 0.05 0.03 0.01 0.34
C -3.69644 -0.97472 2.89280 -0.03 -0.02 -0.04 -0.56
C -4.40439 -1.32460 4.03373 0.02 0.00 0.02 -0.56
C -5.71260 -1.77118 3.92096 -0.01 -0.01 -0.01 -0.63
C -6.31535 -1.86555 2.67261 0.00 0.01 -0.02 -0.84
C -5.61058 -1.51320 1.53386 -0.02 0.02 0.01 -0.29
C -4.21466 0.62276 -0.73474 0.00 0.03 0.00 0.89
C -3.96676 0.79710 -2.09838 -0.01 0.00 0.03 -0.77
C -4.59868 1.81340 -2.79881 0.02 0.00 -0.04 -0.70
C -5.47072 2.67124 -2.14293 -0.01 0.00 0.02 -0.57
C -5.71236 2.50882 -0.78642 0.00 0.00 -0.01 -0.64
C -5.08808 1.48930 -0.08151 0.01 -0.02 -0.01 -0.55
C -4.48562 -4.27409 0.08107 -0.09 0.00 0.08 0.30
C -4.62087 -4.87949 1.32832 0.01 0.00 0.01 0.06
C -5.68832 -5.72949 1.58146 0.00 0.00 -0.01 -0.90
C -6.64356 -5.97150 0.60690 0.00 0.00 0.01 -0.59
C -6.51406 -5.36344 -0.63404 0.01 0.02 0.00 -0.84
C -5.44021 -4.52952 -0.90278 0.00 -0.02 -0.02 -0.48
P -0.67651 -3.19247 -0.53343 -0.05 0.25 0.02 0.99
C -0.92517 -4.15616 -2.03866 0.03 0.02 0.02 0.05
C -1.53362 -5.41165 -2.00958 0.01 0.01 -0.02 -0.38
C -1.71722 -6.11727 -3.18686 0.00 -0.02 0.01 -0.82
C -1.29278 -5.58055 -4.39655 0.00 0.01 0.02 -0.52
C -0.68816 -4.33312 -4.43246 0.01 0.03 -0.03 -0.63
C -0.51110 -3.61928 -3.25616 0.00 -0.02 0.03 -0.49
C 0.64304 -4.00948 0.41488 0.02 -0.02 0.01 0.84
C 1.52583 -4.90993 -0.17490 -0.01 0.00 0.02 -0.39
C 2.57458 -5.44437 0.56318 -0.01 0.00 0.00 -0.81
C 2.74757 -5.08869 1.89303 0.02 -0.01 0.00 -0.60
C 1.86718 -4.19501 2.49056 -0.01 0.02 0.03 -0.81
C 0.82565 -3.65200 1.75344 0.00 -0.02 -0.05 -0.65
H -2.08340 -4.66058 0.79737 0.02 0.01 0.01 0.97
H -2.08486 -3.02698 1.44301 0.01 -0.01 0.00 0.55
H -4.65213 -2.14323 -1.23184 0.02 0.01 -0.02 0.85
H -2.99059 -2.10628 -1.80221 0.00 0.01 0.02 0.33
H -2.67020 -0.62936 2.97955 0.00 0.00 0.01 0.38
H -3.93752 -1.24881 5.00661 -0.01 0.00 0.01 0.44
H -6.26703 -2.04746 4.80765 0.00 0.00 0.01 0.42
H -7.33401 -2.21854 2.58576 0.00 0.00 0.00 0.45
H -6.08918 -1.59266 0.56481 0.00 0.01 0.00 0.43
H -3.29987 0.12409 -2.62870 0.00 0.00 -0.01 0.35
H -4.41795 1.92998 -3.85918 0.00 0.00 0.00 0.44
H -5.96663 3.46117 -2.69021 0.00 0.00 -0.01 0.41
H -6.39726 3.17161 -0.27485 0.00 0.00 0.00 0.44
H -5.29401 1.35902 0.97358 -0.01 0.01 0.00 0.42
H -3.91402 -4.66808 2.12108 0.02 0.01 0.00 0.44
H -5.77726 -6.19099 2.55607 -0.01 -0.01 0.00 0.43
H -7.47735 -6.62909 0.80891 0.00 -0.01 0.00 0.44
H -7.24313 -5.55351 -1.41051 -0.01 0.00 0.00 0.43
H -5.33326 -4.10161 -1.89188 0.02 0.01 0.00 0.51
H -1.86750 -5.84202 -1.07386 -0.01 -0.01 0.00 0.36
H -2.19275 -7.08838 -3.16112 0.00 0.00 0.00 0.46
H -1.43713 -6.13706 -5.31256 0.00 0.00 -0.01 0.42
H -0.35797 -3.91430 -5.37346 0.00 -0.01 -0.01 0.43
H -0.04511 -2.63942 -3.28615 0.00 -0.01 -0.01 0.31
H 1.38847 -5.20300 -1.20845 0.01 -0.01 0.00 0.43
H 3.24989 -6.15067 0.09917 0.01 0.00 0.00 0.45
H 3.55629 -5.51839 2.46846 0.00 0.00 0.00 0.42
H 1.98281 -3.93961 3.53657 0.00 0.00 0.00 0.44
H 0.12915 -2.97153 2.23832 0.01 0.00 0.02 0.58
```
Positions in Å, forces in eV/Å.

E_HOMO   -12.0 eV
Energy above the lowest of the compared OMol25 structures with the same formula, charge and spin   0.0449 eV
Molecular weight   711.334 u
Total charge   +2
Gap between HOMO and LUMO   6.67 eV
LUMO level   -5.36 eV


ORCA calculation (ωB97M-V/def2-TZVPD) on C38H44Br2F3N5ScSe2 as an isolated structure.

The geometry in XYZ format:
```
95
Properties=species:S:1:pos:R:3:forces:R:3:mulliken_charge:R:1
Sc -0.08890 0.06840 -0.00390 0.38 0.27 0.08 -0.12
Br 5.09320 1.01650 4.67020 -0.50 -0.17 -0.48 -0.03
C 3.70240 0.66920 3.44550 -0.10 -0.05 -0.02 -0.42
C 3.73300 -0.42740 2.58080 0.09 0.23 0.20 -0.96
C 2.70220 -0.58730 1.67680 -0.05 -0.08 -0.11 -0.31
N 1.63230 0.21970 1.59610 -0.25 0.24 0.16 0.78
C 1.55720 1.23290 2.49490 0.29 -0.19 -0.03 0.31
C 2.58020 1.49840 3.39760 0.16 -0.21 -0.15 -0.91
C 0.29030 1.99980 2.51140 -0.29 0.19 0.10 1.09
C -0.00830 2.87150 3.55110 -0.08 0.03 -0.08 -0.84
C -1.24820 3.50660 3.60830 -0.10 -0.08 -0.14 -0.49
Br -1.68870 4.63270 5.04890 0.15 -0.35 -0.52 -0.03
C -2.14760 3.24810 2.57370 0.21 0.12 0.40 -1.22
C -1.77390 2.37920 1.57360 -0.24 0.08 -0.22 -0.13
N -0.59450 1.74150 1.51360 0.17 -0.09 0.16 0.82
H 4.54630 -1.13630 2.61210 0.05 -0.02 -0.06 0.49
H 2.73060 -1.42230 0.98530 0.02 0.06 0.03 0.52
H 2.53010 2.33620 4.07080 -0.05 0.09 0.05 0.56
H 0.69520 3.06160 4.34210 0.11 -0.06 0.07 0.50
H -3.12140 3.70460 2.56170 -0.17 0.07 -0.05 0.53
H -2.47560 2.18900 0.76780 0.20 0.10 0.19 0.37
C -0.71430 3.05840 -3.37420 0.15 -0.09 -0.06 -1.13
Se -1.36010 2.05750 -1.81880 -0.60 -0.01 -0.19 0.22
C -3.01150 1.25750 -2.60240 0.29 -0.16 -0.03 -0.59
C -4.08160 1.04560 -1.55070 0.23 -0.06 0.38 -1.08
Se -3.46100 -0.06270 -0.01130 -0.20 0.39 -0.34 0.28
C -4.43480 -1.71320 -0.39000 0.09 0.05 -0.16 -0.66
H -0.41370 2.39220 -4.18110 -0.02 0.02 0.11 0.37
H 0.12840 3.66350 -3.03990 -0.07 -0.08 -0.02 0.40
H -1.51500 3.72310 -3.70260 0.05 -0.15 0.15 0.42
H -2.73060 0.31690 -3.08240 -0.03 0.15 0.01 0.24
H -3.36460 1.96400 -3.36100 0.17 -0.06 0.12 0.59
H -4.93710 0.51930 -1.97930 0.07 0.05 0.05 0.58
H -4.42910 2.00050 -1.14820 0.03 -0.19 0.02 0.42
H -5.49630 -1.47560 -0.42130 0.06 0.02 0.06 0.56
H -4.23640 -2.39490 0.43410 -0.01 0.03 0.03 0.09
H -4.11380 -2.15710 -1.32800 0.01 0.02 -0.02 0.13
C -1.88830 -6.15140 3.22460 0.00 0.18 0.06 -1.59
C -2.57030 -4.82250 3.58620 -0.21 -0.28 0.14 1.63
C -2.50290 -4.64640 5.10220 0.04 0.04 -0.22 -2.07
C -4.05080 -4.85670 3.15570 0.13 0.03 0.07 -1.51
C -1.93170 -3.68070 2.84120 0.19 0.37 -0.09 0.50
C -1.50470 -2.49030 3.43900 -0.02 -0.14 -0.21 -1.07
C -0.99270 -1.47190 2.66030 0.12 0.19 0.11 -0.76
N -0.87930 -1.53860 1.32450 0.07 -0.38 -0.20 1.03
C -1.29540 -2.68290 0.72150 -0.10 -0.11 0.28 -0.10
C -1.79960 -3.74810 1.45200 0.14 0.38 -0.15 -0.37
C -1.23380 -2.69870 -0.75840 -0.15 -0.09 -0.42 -0.33
C -1.81060 -3.71620 -1.50460 0.20 0.30 0.21 -0.45
C -1.78820 -3.71540 -2.90030 0.23 0.44 0.17 0.22
C -1.13480 -2.62860 -3.49250 -0.12 -0.12 0.19 -0.91
C -0.60790 -1.62810 -2.70080 0.15 0.30 0.00 -1.27
N -0.64920 -1.62680 -1.35650 -0.07 -0.49 0.13 1.47
C -2.45970 -4.83510 -3.64940 -0.11 -0.25 -0.13 1.54
C -1.78190 -6.15870 -3.25490 -0.04 0.13 -0.11 -1.50
C -2.35760 -4.67000 -5.16330 0.02 0.02 0.21 -2.13
C -3.95050 -4.87570 -3.26200 0.18 0.08 -0.05 -1.54
H -2.38760 -6.95470 3.75890 -0.03 -0.10 0.03 0.47
H -0.84520 -6.13830 3.53090 0.13 -0.06 0.03 0.39
H -1.93230 -6.38480 2.16390 -0.04 -0.02 -0.12 0.36
H -2.96970 -5.50590 5.57670 -0.01 -0.02 0.06 0.45
H -3.03700 -3.75730 5.42840 -0.06 0.10 0.11 0.39
H -1.47080 -4.59770 5.44070 0.11 0.04 0.13 0.45
H -4.58900 -5.56810 3.77550 -0.05 -0.10 0.04 0.46
H -4.16690 -5.16300 2.11950 -0.01 -0.03 -0.18 0.36
H -4.51420 -3.88110 3.28640 -0.11 0.10 0.04 0.35
H -1.56590 -2.35000 4.50450 -0.01 0.03 0.13 0.56
H -0.66330 -0.54670 3.12880 -0.03 -0.16 -0.10 0.42
H -2.11950 -4.64550 0.95110 0.02 -0.05 -0.09 0.55
H -2.31990 -4.52170 -1.00550 0.01 -0.09 0.10 0.56
H -1.04420 -2.54040 -4.56140 -0.01 0.00 -0.15 0.66
H -0.13100 -0.76470 -3.16460 -0.06 -0.16 0.11 0.58
H -0.74710 -6.17060 -3.58720 0.14 -0.04 -0.02 0.39
H -2.30420 -6.97150 -3.74880 -0.03 -0.17 -0.04 0.48
H -1.80040 -6.34550 -2.18430 -0.06 -0.02 0.12 0.29
H -1.32620 -4.73490 -5.49840 0.15 0.04 -0.11 0.43
H -2.78960 -3.72930 -5.49590 -0.07 0.11 -0.10 0.43
H -2.90990 -5.47540 -5.63730 -0.03 -0.06 -0.11 0.45
H -4.10610 -5.09580 -2.20880 -0.01 -0.03 0.14 0.32
H -4.44220 -5.65560 -3.83730 -0.05 -0.07 -0.02 0.50
H -4.43630 -3.93110 -3.50020 -0.10 0.10 -0.02 0.33
F 4.71390 0.88550 -5.39860 -0.16 0.11 -0.02 -0.24
C 5.02330 0.07570 -4.38710 0.12 0.05 -0.10 0.69
F 6.18820 0.47560 -3.88170 0.00 0.02 0.19 -0.22
F 5.17340 -1.15550 -4.86850 -0.05 -0.15 0.04 -0.25
C 3.93320 0.11230 -3.32400 -0.10 -0.07 0.07 0.23
C 3.32700 1.31250 -2.97870 -0.07 -0.27 0.11 -1.06
C 2.31060 1.28660 -2.03600 -0.08 0.34 0.01 -0.63
N 1.86970 0.16770 -1.44020 -0.17 -0.16 0.09 0.80
C 2.50280 -0.97410 -1.75940 -0.02 -0.22 0.02 -0.37
C 3.52630 -1.05290 -2.68670 -0.06 0.28 0.04 -1.09
H 3.62990 2.23500 -3.45120 -0.04 0.11 0.05 0.52
H 1.82010 2.21000 -1.74320 0.03 -0.05 -0.06 0.71
H 2.16820 -1.87920 -1.26040 -0.05 0.06 -0.09 0.62
H 3.98340 -2.00040 -2.92170 0.03 -0.11 0.01 0.56
```
Positions in Å, forces in eV/Å.

E_HOMO   -16.5 eV
Molecular weight   990.483 u
Total charge   +3
Gap between HOMO and LUMO   7.74 eV
LUMO level   -8.71 eV


ORCA calculation (ωB97M-V/def2-TZVPD) on C38H44HgOP2 as an isolated structure in a non-equilibrium geometry.

The geometry in XYZ format:
```
86
Properties=species:S:1:pos:R:3:forces:R:3:mulliken_charge:R:1
Hg -2.74547 -2.02524 -0.26901 -1.58 3.17 2.15 0.13
C -1.37736 -3.11487 1.02405 0.24 0.47 1.26 -1.12
C 0.07342 -2.73669 0.75402 2.29 -0.38 1.31 0.83
C 0.64992 -3.24199 -0.58670 1.01 -0.25 -0.02 -1.25
C -0.24452 -3.52091 -1.82519 0.39 0.49 -0.12 -1.18
C -1.69367 -3.07386 -1.92236 -1.26 -3.77 -1.46 -0.02
C -2.75650 -3.89155 -1.40030 2.56 -1.23 -3.23 -0.79
C -2.42397 -5.04379 -0.47124 -0.67 0.19 0.06 -0.73
C -1.66374 -4.62241 0.81948 0.21 0.26 0.71 -0.79
C 0.06365 2.89191 -1.16853 -0.11 0.27 -0.05 -1.93
H -1.69173 -2.81272 2.03296 0.42 -0.18 -0.28 0.62
H 0.67242 -3.26999 1.53309 -0.24 -0.54 -0.28 0.32
H 1.16924 -4.19189 -0.36422 -0.26 0.32 -0.12 0.71
H 1.46794 -2.57581 -0.90275 -0.28 -0.15 0.11 0.74
H 0.25669 -3.05196 -2.69114 -0.17 -0.12 0.35 0.55
H -0.17071 -4.60324 -2.03520 -0.39 0.31 0.15 0.44
H -1.90638 -2.50719 -2.83632 -0.22 0.17 0.61 0.51
H -3.69296 -3.97044 -1.96105 0.16 0.52 0.42 0.47
H -1.83982 -5.82281 -0.99572 -0.20 0.49 -0.09 0.28
H -3.36432 -5.53325 -0.16167 0.33 0.18 -0.27 0.37
H -2.29205 -4.95209 1.66369 0.28 0.24 -0.24 0.43
H -0.74391 -5.22171 0.90498 -0.10 0.21 -0.08 0.33
H -0.61934 2.66862 -0.34471 0.23 0.00 0.30 0.45
H -0.28305 3.75861 -1.74244 0.06 -0.17 0.01 0.46
H 1.04088 3.12507 -0.73110 -0.21 -0.07 0.02 0.58
P 0.89732 -1.08582 1.35197 -2.95 2.43 -1.57 0.97
P 0.23823 1.48343 -2.24539 -0.12 -1.57 1.04 1.97
C 0.92933 0.15437 0.05924 0.68 -0.10 3.02 -0.48
C 0.72336 0.05401 -1.27578 -0.55 0.24 -3.43 0.49
C 2.48468 -0.89737 2.19430 0.94 -1.05 0.28 -0.08
C 3.41719 -1.94031 2.33748 -0.26 0.48 0.23 -0.35
C 4.58751 -1.71080 3.06666 0.02 0.10 -0.06 -0.74
C 4.84517 -0.44679 3.60747 -0.14 -0.05 -0.09 -0.47
C 3.94400 0.60708 3.41781 -0.11 -0.42 -0.24 -0.74
C 2.76393 0.38440 2.70814 -0.21 -0.09 -0.03 -0.26
C -0.29991 -0.58716 2.64766 0.03 -0.06 0.42 1.02
C -1.49236 0.05331 2.28870 0.08 -0.15 -0.26 0.26
C -2.51701 0.21806 3.21852 0.17 -0.07 -0.05 -0.85
C -2.34150 -0.23240 4.52876 0.05 0.06 -0.13 -0.80
C -1.12387 -0.79266 4.91605 0.14 0.00 0.12 -0.68
C -0.09138 -0.93879 3.99011 -0.17 -0.12 -0.39 -0.88
C 1.25120 2.07594 -3.62274 0.44 0.29 -0.56 0.37
C 2.61453 2.35548 -3.39928 -0.30 -0.07 -0.25 -0.46
C 3.37654 2.95931 -4.40190 -0.17 -0.06 -0.01 -0.68
C 2.79660 3.27516 -5.63639 -0.22 -0.08 0.22 -0.47
C 1.44398 3.00833 -5.86053 0.07 -0.03 0.17 -0.72
C 0.66806 2.42690 -4.85516 0.22 -0.10 0.19 -0.37
C -1.36566 1.02263 -2.94646 -0.12 0.16 -0.32 0.17
C -2.55721 1.49005 -2.37335 -0.01 -0.16 -0.22 -0.68
C -3.78313 1.00343 -2.83453 0.11 -0.03 0.04 -0.64
C -3.82991 0.07040 -3.87372 0.08 0.08 0.09 -0.49
C -2.64421 -0.36555 -4.47067 0.13 0.05 0.18 -0.80
C -1.41334 0.09791 -4.00353 -0.30 -0.02 0.04 -0.17
H 1.10740 1.15822 0.47038 -0.24 -0.37 0.35 0.12
H 0.72668 -0.91110 -1.80202 -0.22 0.61 0.00 -0.40
H 3.20801 -2.91927 1.90058 0.12 0.21 0.20 0.38
H 5.30155 -2.52305 3.21669 -0.20 0.26 -0.07 0.39
H 5.75554 -0.27601 4.18209 -0.20 -0.09 -0.15 0.37
H 4.14826 1.59765 3.82752 -0.07 -0.31 -0.13 0.45
H 2.03923 1.19424 2.56130 0.01 -0.13 0.08 0.14
H -1.61863 0.41410 1.26584 0.07 -0.10 0.38 0.09
H -3.44221 0.70345 2.89542 0.31 -0.18 0.24 0.42
H -3.14482 -0.12126 5.25703 0.19 -0.03 -0.16 0.35
H -0.96058 -1.12780 5.94431 -0.12 0.21 -0.32 0.36
H 0.87670 -1.33129 4.30516 -0.27 -0.04 -0.04 0.38
H 3.06383 2.09835 -2.43673 -0.09 0.07 -0.28 0.43
H 4.42681 3.19053 -4.22096 -0.29 -0.09 -0.04 0.39
H 3.39087 3.74590 -6.41912 -0.11 -0.14 0.21 0.37
H 0.97832 3.25868 -6.81545 0.18 -0.05 0.28 0.40
H -0.39416 2.24160 -5.02804 0.37 0.09 0.04 0.30
H -2.52114 2.23126 -1.57317 -0.08 -0.27 -0.19 0.33
H -4.70600 1.35345 -2.36975 0.26 -0.11 -0.15 0.40
H -4.79106 -0.31876 -4.21514 0.30 0.16 0.07 0.38
H -2.67098 -1.07193 -5.30049 -0.03 0.15 0.20 0.44
H -0.49138 -0.25494 -4.47163 -0.23 0.11 0.13 0.49
C -0.13231 3.07696 4.20538 0.26 0.19 0.00 -1.04
C -0.28158 3.43567 2.72524 -1.24 0.39 -0.25 0.12
C 0.46782 4.70900 2.28869 0.25 -0.18 0.41 -1.51
O -0.06166 2.37935 1.93109 0.99 -0.95 -0.95 -0.13
H 0.84486 2.61321 4.37224 0.11 0.08 0.05 0.11
H -0.88832 2.33465 4.46362 0.00 0.00 0.01 0.11
H -0.24522 3.94576 4.85864 0.02 0.02 0.13 0.44
H -1.35757 3.72131 2.60999 -0.18 0.31 0.27 0.18
H 1.54823 4.57501 2.42503 0.01 0.05 -0.02 0.31
H 0.27780 4.89219 1.22716 -0.02 -0.03 0.07 0.23
H 0.13892 5.58253 2.86306 0.09 0.03 -0.04 0.41
```
Positions in Å, forces in eV/Å.

E_HOMO (alpha / beta)   -5.0 / -5.8 eV
Energy above the lowest of the compared OMol25 structures with the same formula, charge and spin   0.3940 eV
Molecular weight   779.307 u
Total charge   0
Gap between HOMO and LUMO (alpha / beta)   4.59 / 5.32 eV
LUMO level (alpha / beta)   -0.42 / -0.43 eV


no.,E (hartree)
1,-2467.27513
2,-12758.76880
3,-2385.42254